1.
Computed, not measured: a 2-piece molecular cluster, C5H6F7O overall at a distorted geometry, with ωB97M-V/def2-TZVPD.

As for the spin multiplicity: 1. As for the total energy: -967.92335 a.u. Its orbital gap (spin up / spin down) is 0.368 / 0.289 Eh. The relative energy (zero: lowest compared OMol25 entry of this formula, charge and spin) is 88.2 kcal per mole. The net charge is +1. Its molecular weight is 215.1 g/mol. The calculation puts the HOMO energy (spin up / spin down) at -15.1 / -14.1 eV.

Atoms and positions in Å:
1 F -0.706 2.539 -1.198
2 F 0.718 1.091 -1.885
3 F -2.452 -0.074 0.504
4 F -1.671 0.942 2.126
5 F 1.266 2.435 -0.333
6 F -2.164 2.110 0.431
7 F -0.662 -2.148 -1.712
8 O 0.509 -0.377 0.496
9 C -1.633 0.963 0.783
10 C 1.754 -0.725 -0.257
11 C 0.245 1.762 -0.836
12 C 0.125 -1.170 1.468
13 C -0.271 0.753 0.199
14 H 2.438 -1.261 0.282
15 H 1.502 -1.211 -1.151
16 H 2.361 0.211 -0.633
17 H -0.731 -0.902 2.109
18 H -1.350 -2.857 -1.931
19 H 0.721 -2.082 1.537

Cartesian forces (eV/Å) of the 2 atoms listed first:
F -0.34 1.17 -1.02
F -0.05 -0.15 -0.94

---

2.
Computed, not measured: a 2-piece molecular cluster, C4H10N2 overall at a distorted geometry, with ωB97M-V/def2-TZVPD.

As for the spin multiplicity: 1. The SMILES is [H]/N=C(\C)N.C=C. As for the total energy: -267.85711 a.u. Its orbital gap is 0.365 Eh. The relative energy (zero: lowest compared OMol25 entry of this formula, charge and spin) is 42.8 kcal per mole. Its molecular weight is 86.1 g/mol. The calculation puts the HOMO energy at -9.0 eV.

Atoms and positions in Å:
1 N 2.505 0.007 1.183
2 N 0.880 0.987 -0.091
3 C 2.417 -0.527 -1.228
4 C -3.147 -0.409 0.031
5 C 1.879 0.026 0.074
6 C -3.201 0.338 1.146
7 H 0.559 1.209 -1.022
8 H -3.917 -0.275 -0.717
9 H -2.901 -0.036 2.113
10 H 3.262 -0.669 1.218
11 H -2.960 -1.472 0.093
12 H 3.230 -1.229 -1.056
13 H -3.869 1.186 1.179
14 H 2.861 0.266 -1.831
15 H 0.783 1.595 0.708
16 H 1.619 -1.001 -1.798

Cartesian forces (eV/Å) of the 2 atoms listed first:
N -0.52 -0.54 0.56
N 0.49 -1.36 0.21

---

3.
Computed, not measured: C13H26NO3P2Pd as an isolated structure at a distorted geometry, with ωB97M-V/def2-TZVPD.

As for the spin multiplicity: 3. As for the total energy: -1601.74544 a.u. Its orbital gap (spin up / spin down) is 0.155 / 0.199 Eh. Its expectation value of S² is 2.035. The relative energy (zero: lowest compared OMol25 entry of this formula, charge and spin) is 0.0 kcal per mole. The net charge is +1. Its molecular weight is 412.7 g/mol. The calculation puts the HOMO energy (spin up / spin down) at -6.9 / -11.4 eV.

Atoms and positions in Å:
1 Pd -0.401 0.133 0.617
2 P 0.285 2.254 0.850
3 P -0.325 -2.062 0.213
4 O -3.745 -1.601 -2.841
5 O -1.232 1.098 -3.837
6 O -3.090 0.873 0.275
7 N 1.730 -0.072 -0.007
8 C 1.002 2.617 2.487
9 C 2.297 -1.281 -0.022
10 C 1.674 2.347 -0.335
11 C -2.659 0.038 2.520
12 C -1.259 -3.160 1.291
13 C 3.629 -1.431 -0.416
14 C 4.364 -0.308 -0.776
15 C 3.747 0.938 -0.744
16 C -0.809 3.622 0.468
17 C -0.752 -2.418 -1.518
18 C -2.333 0.433 1.106
19 C 1.450 -2.482 0.357
20 C 2.402 1.021 -0.376
21 H -2.030 0.597 3.225
22 H -1.821 -2.257 -1.717
23 H -4.513 -2.084 -3.190
24 H -1.163 1.402 -4.760
25 H -4.082 -1.225 -1.999
26 H -0.990 -2.990 2.342
27 H 5.408 -0.402 -1.086
28 H -0.224 4.547 0.575
29 H 1.258 2.626 -1.328
30 H -1.662 3.625 1.157
31 H -2.155 0.763 -3.796
32 H -0.206 -1.752 -2.200
33 H 1.556 3.562 2.405
34 H -3.719 0.203 2.733
35 H 0.196 2.715 3.228
36 H -2.335 -2.972 1.171
37 H -1.020 -4.190 0.995
38 H 1.674 1.821 2.835
39 H 4.034 -2.438 -0.408
40 H -1.194 3.512 -0.552
41 H 4.248 1.865 -0.995
42 H 1.624 -3.339 -0.311
43 H 1.669 -2.836 1.380
44 H -2.390 -1.012 2.692
45 H -0.471 -3.465 -1.700
46 H 2.333 3.166 -0.009

Cartesian forces (eV/Å) of the 2 atoms listed first:
Pd 1.39 0.24 -0.20
P 0.54 0.24 0.23

---

4.
Computed, not measured: C25H32BrHfN8O3 as an isolated structure at a distorted geometry, with ωB97M-V/def2-TZVPD.

As for the spin multiplicity: 1. As for the total energy: -4257.67075 a.u. Its orbital gap is 0.286 Eh. The relative energy (zero: lowest compared OMol25 entry of this formula, charge and spin) is 5.7 kcal per mole. The net charge is +1. Its molecular weight is 751.0 g/mol. The calculation puts the HOMO energy at -10.6 eV.

Atoms and positions in Å:
1 Hf 0.432 -0.830 0.354
2 Br -0.596 0.499 4.083
3 O -2.485 -1.126 -2.057
4 O 3.797 -3.278 0.396
5 O -1.296 -1.644 -0.234
6 N -1.461 0.608 0.924
7 N -1.036 1.295 -4.257
8 N 1.441 0.901 2.235
9 N 1.166 -2.021 -1.508
10 N -3.299 1.070 -4.885
11 N -0.076 -2.237 2.238
12 N 2.193 -1.733 0.968
13 N -2.632 2.530 -3.196
14 C -1.984 -0.837 -0.996
15 C -4.329 1.355 -1.686
16 C 1.137 2.709 3.785
17 C -3.566 1.087 -0.368
18 C 2.348 -2.066 2.376
19 C 3.994 3.558 1.448
20 C 0.670 -2.044 -2.748
21 C 1.020 -2.453 2.981
22 C 2.492 1.566 1.736
23 C 1.446 -2.377 -3.844
24 C -1.425 -3.173 3.969
25 C 0.941 -3.004 4.254
26 C 2.882 2.833 2.144
27 C 1.088 0.888 -0.859
28 C 2.446 -2.380 -1.323
29 C 2.899 -2.509 0.111
30 C -2.102 0.599 -0.421
31 C -2.281 1.570 -4.119
32 C 0.814 1.471 3.262
33 C -1.267 -2.616 2.720
34 C -0.295 -3.353 4.761
35 C 2.167 3.412 3.186
36 C 2.778 -2.718 -3.654
37 C -3.912 2.583 -2.519
38 C 3.278 -2.753 -2.361
39 H 0.591 3.102 4.629
40 H -0.381 -3.771 5.755
41 H -2.058 0.068 1.549
42 H -1.488 1.562 1.269
43 H -2.114 -2.467 2.061
44 H 4.287 4.448 1.999
45 H 4.286 -3.068 -2.135
46 H -4.135 0.327 0.177
47 H 4.866 2.916 1.322
48 H 3.666 3.863 0.453
49 H 3.040 1.050 0.958
50 H -1.834 2.936 -2.741
51 H -2.406 -3.448 4.326
52 H -0.382 -1.807 -2.849
53 H 2.421 4.404 3.538
54 H 2.764 -1.218 2.928
55 H -4.246 1.148 -4.558
56 H 2.160 0.821 -1.093
57 H -3.897 3.462 -1.872
58 H -0.849 0.669 -5.033
59 H 1.007 -2.379 -4.831
60 H -3.576 2.014 0.216
61 H 1.843 -3.151 4.832
62 H -1.513 1.237 -1.075
63 H -5.372 1.514 -1.405
64 H -3.098 0.248 -5.425
65 H 0.590 0.895 -1.837
66 H 0.934 1.892 -0.441
67 H 3.059 -2.892 2.462
68 H 3.406 -2.970 -4.497
69 H -4.272 0.462 -2.305
70 H -4.684 2.753 -3.276

Cartesian forces (eV/Å) of the 2 atoms listed first:
Hf -0.02 0.64 0.69
Br 0.02 0.11 0.08

---

5.
Computed, not measured: a 2-piece molecular cluster, C16H16N6O6 overall at a distorted geometry, with ωB97M-V/def2-TZVPD.

As for the spin multiplicity: 1. The SMILES is O=[N+]([O-])c1cc([N+](=O)[O-])c2no[n+]([O-])c2c1.CN1CCC[C@@H]1c1cccnc1. As for the total energy: -1398.88689 a.u. Its orbital gap is 0.221 Eh. Its molecular weight is 388.3 g/mol. The calculation puts the HOMO energy at -8.7 eV.

Atoms and positions in Å:
1 O -3.463 2.198 -0.831
2 O -1.465 -0.200 4.288
3 O 1.725 3.926 -0.377
4 O 0.639 0.300 4.427
5 O -3.771 1.001 1.104
6 O 2.905 2.476 0.732
7 N -0.017 -1.852 -4.896
8 N -3.026 1.708 0.234
9 N -2.943 0.663 2.073
10 N -0.445 0.331 3.837
11 N 1.643 2.664 -4.286
12 N 1.822 2.946 0.371
13 C 1.562 -1.747 -3.034
14 C -0.338 -1.629 -6.321
15 C 1.806 1.359 -4.406
16 C -1.704 1.840 0.629
17 C 0.625 1.607 2.064
18 C 0.258 -3.251 -4.462
19 C -0.417 0.861 -3.776
20 C -0.558 2.443 0.128
21 C 0.981 -3.176 -3.109
22 C 0.607 2.322 0.853
23 C -1.708 1.139 1.828
24 C 0.439 3.060 -3.911
25 C 0.824 0.414 -4.177
26 C -0.504 1.023 2.569
27 C 1.131 -1.049 -4.347
28 C -0.613 2.215 -3.643
29 H 1.549 1.525 2.618
30 H 2.780 1.023 -4.721
31 H 1.938 -1.140 -5.089
32 H 0.301 4.127 -3.820
33 H 1.166 -1.196 -2.174
34 H 2.652 -1.744 -2.923
35 H -0.675 -3.821 -4.420
36 H 1.761 -3.942 -3.026
37 H -1.572 2.609 -3.344
38 H -1.196 -2.234 -6.608
39 H 0.284 -3.363 -2.284
40 H 0.506 -1.895 -6.953
41 H -0.574 2.975 -0.811
42 H -1.211 0.157 -3.596
43 H -0.589 -0.584 -6.489
44 H 0.895 -3.717 -5.221

Cartesian forces (eV/Å) of the 2 atoms listed first:
O -0.36 -1.04 1.66
O 1.05 0.94 -1.17

---

6.
Computed, not measured: a 9-piece molecular cluster, C27H72O9 overall at a distorted geometry, with ωB97M-V/def2-TZVPD.

As for the spin multiplicity: 1. The SMILES is CC(C)O.CC(C)O.CC(C)O.CC(C)O.CC(C)O.CC(C)O.CC(C)O.CC(C)O.CC(C)O. As for the total energy: -1748.95000 a.u. Its orbital gap is 0.373 Eh. The relative energy (zero: lowest compared OMol25 entry of this formula, charge and spin) is 86.7 kcal per mole. Its molecular weight is 540.9 g/mol. The calculation puts the HOMO energy at -9.8 eV.

Atoms and positions in Å:
1 O 8.594 -0.296 -3.085
2 O -0.101 -0.098 1.347
3 O -1.881 2.674 -6.090
4 O 2.025 6.579 4.437
5 O 2.266 -0.226 5.175
6 O 6.336 -3.921 -3.587
7 O -3.124 -3.523 1.567
8 O -7.482 2.590 2.959
9 O -5.646 -3.388 -2.004
10 C -4.331 -5.086 -2.963
11 C -2.999 1.883 -5.999
12 C 2.885 -2.491 4.628
13 C -6.225 2.487 0.995
14 C 5.386 -3.906 -5.684
15 C 0.921 7.389 4.096
16 C 3.159 -1.301 5.559
17 C -4.152 2.446 -5.187
18 C -3.345 1.411 -7.401
19 C -0.317 6.680 4.765
20 C 7.552 0.432 -1.015
21 C 1.154 8.831 4.645
22 C 4.106 -2.943 -3.628
23 C 10.041 0.072 -1.191
24 C 8.772 0.550 -1.967
25 C -5.731 4.179 2.789
26 C 4.671 -0.889 5.534
27 C -2.491 -5.597 2.713
28 C -0.463 0.607 -0.916
29 C -5.753 -4.762 -2.429
30 C -0.098 1.044 0.532
31 C 5.075 -3.977 -4.200
32 C -3.520 -4.429 2.646
33 C -6.855 -4.848 -3.428
34 C -6.135 2.767 2.469
35 C 1.262 1.692 0.604
36 C -3.639 -3.512 3.853
37 H 2.060 0.983 0.825
38 H 2.882 6.813 4.072
39 H -4.358 -5.941 -3.638
40 H -3.650 -5.439 -2.189
41 H -2.362 -3.008 1.844
42 H -5.435 2.064 2.919
43 H 4.923 -0.932 4.474
44 H 1.270 8.789 5.728
45 H 3.103 -2.910 -4.053
46 H 1.481 2.237 -0.314
47 H -6.001 -5.382 -1.568
48 H -6.396 4.903 2.319
49 H 6.002 -3.034 -5.901
50 H 3.990 -3.050 -2.549
51 H 0.263 -0.129 -1.263
52 H 5.333 -1.466 6.180
53 H 1.958 9.289 4.069
54 H 9.231 -0.040 -3.756
55 H 10.385 0.648 -0.331
56 H -2.150 3.594 -6.131
57 H 6.598 0.828 -1.365
58 H -5.277 2.650 0.482
59 H -6.428 1.439 0.776
60 H -7.810 -4.470 -3.063
61 H -4.764 1.620 -4.824
62 H -2.756 -2.898 4.030
63 H -1.453 0.159 -0.996
64 H 7.725 0.959 -0.077
65 H 0.310 9.512 4.534
66 H -0.265 5.617 4.529
67 H -8.019 3.252 2.517
68 H -2.572 -6.156 1.781
69 H 1.236 2.419 1.415
70 H -3.839 -4.124 4.732
71 H -0.341 1.459 -1.584
72 H 2.587 0.521 5.684
73 H 2.897 -1.559 6.585
74 H -6.932 3.146 0.491
75 H -3.883 -4.290 -3.559
76 H -5.021 -3.434 -1.277
77 H 8.865 1.611 -2.196
78 H 0.781 7.461 3.018
79 H 3.345 -3.428 4.942
80 H 7.400 -0.609 -0.732
81 H -4.883 2.946 -5.822
82 H -0.966 1.640 0.815
83 H 5.924 -4.802 -5.996
84 H -0.372 6.753 5.851
85 H 1.828 -2.750 4.687
86 H -2.606 1.074 -5.383
87 H -7.006 -5.916 -3.586
88 H -3.747 2.121 -8.124
89 H 10.915 0.014 -1.841
90 H -1.510 -5.127 2.783
91 H 0.175 0.111 2.243
92 H 9.766 -0.903 -0.790
93 H -1.287 7.025 4.406
94 H 4.787 0.139 5.877
95 H -4.716 4.400 2.458
96 H -3.834 3.071 -4.353
97 H 4.498 -1.942 -3.809
98 H -2.691 -6.310 3.512
99 H -4.142 0.671 -7.330
100 H -6.604 -4.419 -4.398
101 H 6.752 -3.070 -3.743
102 H 4.592 -4.943 -4.050
103 H -4.529 -2.901 3.708
104 H -4.508 -4.851 2.465
105 H 3.177 -2.282 3.599
106 H -5.804 4.397 3.854
107 H -2.494 0.938 -7.891
108 H 4.457 -3.877 -6.254

Cartesian forces (eV/Å) of the 2 atoms listed first:
O -0.39 0.29 -0.15
O -0.36 -1.26 0.29

---

7.
Computed, not measured: a 2-piece molecular cluster, C5H10N overall at a distorted geometry, with ωB97M-V/def2-TZVPD.

As for the spin multiplicity: 1. As for the total energy: -250.93276 a.u. Its orbital gap is 0.426 Eh. The relative energy (zero: lowest compared OMol25 entry of this formula, charge and spin) is 45.5 kcal per mole. The net charge is +1. Its molecular weight is 84.1 g/mol. The calculation puts the HOMO energy at -16.5 eV.

Atoms and positions in Å:
1 N 0.840 0.268 -0.116
2 C 1.977 0.078 -0.070
3 C 3.311 -0.259 0.000
4 C -1.376 -1.121 0.340
5 C -1.175 -0.084 -0.598
6 C -1.794 1.295 -0.338
7 H -2.410 1.271 0.570
8 H -1.055 2.025 -0.578
9 H 3.745 0.636 0.437
10 H -0.960 -2.057 0.032
11 H -0.845 -0.918 1.220
12 H -2.598 1.439 -1.154
13 H -0.873 -0.325 -1.607
14 H 3.683 -0.461 -1.068
15 H 3.605 -1.163 0.523
16 H -2.459 -1.150 0.649

Cartesian forces (eV/Å) of the 2 atoms listed first:
N 0.43 0.04 -0.43
C -3.97 -0.61 -0.04